No. 1
The following is a DFT calculation (ωB97M-V/def2-TZVPD) of C22H46As2CrNO6SSi3 as an isolated structure.

Each line ends with the Löwdin charge.
Positions of all 82 atoms, in Å:
Cr (-0.451466, 1.844005, 0.178495)  0.417
C (6.965810, -2.334306, -0.551359)  -0.060
C (5.818928, -1.422328, -0.204161)  -0.284
C (5.258296, -0.578040, -1.151748)  -0.041
C (4.172457, 0.232714, -0.838219)  -0.056
C (3.643095, 0.210589, 0.438644)  -0.261
C (4.202011, -0.621757, 1.403476)  -0.058
C (5.280246, -1.424823, 1.082459)  -0.046
S (2.159686, 1.115006, 0.869382)  0.502
O (2.571479, 2.135457, 1.803187)  -0.296
O (1.275697, 0.087866, 1.411332)  -0.395
N (1.524645, 1.649376, -0.478071)  -0.310
C (2.018474, 2.988973, -0.864334)  -0.182
C (1.255072, 4.118924, -0.149660)  -0.654
O (1.756919, 5.228440, -0.069065)  0.025
O (0.085221, 3.769481, 0.260645)  -0.167
H (7.325706, -2.147235, -1.562652)  0.069
H (6.659350, -3.380685, -0.491230)  0.078
H (7.800972, -2.197792, 0.137822)  0.076
H (5.662204, -0.560605, -2.157678)  0.107
H (3.734015, 0.871951, -1.592820)  0.100
H (3.776042, -0.637311, 2.398659)  0.118
H (5.705773, -2.077262, 1.837133)  0.111
H (1.821114, 3.102702, -1.933812)  0.118
H (3.089545, 3.115729, -0.697894)  0.110
O (-2.382123, 3.010623, -1.278321)  -0.072
C (-2.766139, 3.116806, -0.111190)  -0.533
O (-2.306466, 2.441246, 0.870765)  -0.250
H (-3.584674, 3.819088, 0.125982)  0.135
C (0.642782, 2.731141, 4.983656)  -0.332
As (-0.468289, 2.655921, 3.358872)  1.128
C (-1.166747, 0.840680, 3.687656)  -0.320
C (-2.016141, 3.584672, 4.140586)  -0.329
H (0.146476, 2.245991, 5.826388)  0.011
H (0.833345, 3.776146, 5.231897)  0.013
H (1.599844, 2.248053, 4.788388)  0.009
H (-1.517116, 0.730665, 4.716227)  0.017
H (-0.372558, 0.121643, 3.487408)  -0.003
H (-1.992637, 0.655243, 2.998284)  0.003
H (-2.289145, 3.142705, 5.100927)  0.013
H (-2.853744, 3.511384, 3.448157)  0.007
H (-1.770044, 4.637548, 4.282751)  0.014
C (1.153101, -2.940863, -0.188179)  -0.200
Si (-0.670013, -2.577617, 0.007206)  0.310
C (-1.153354, -2.708191, 1.808948)  -0.208
C (-1.526324, -3.976102, -0.917155)  -0.211
As (-1.234812, -0.364482, -0.634421)  0.902
Si (-3.602304, -0.595274, -0.777621)  0.311
C (-4.256099, -2.319588, -1.133655)  -0.220
C (-4.270769, 0.526883, -2.113384)  -0.203
C (-4.316371, -0.137092, 0.887691)  -0.210
Si (-0.719519, -0.435754, -2.947348)  0.308
C (-1.163102, 1.230043, -3.684057)  -0.201
C (-1.584282, -1.766914, -3.957424)  -0.213
C (1.121991, -0.705279, -3.113105)  -0.209
H (1.401838, -3.819226, 0.415231)  0.037
H (1.754991, -2.105262, 0.151169)  0.007
H (1.413754, -3.157484, -1.226555)  0.018
H (-0.902137, -3.691198, 2.215203)  0.032
H (-2.224992, -2.541189, 1.945113)  0.017
H (-0.625059, -1.946874, 2.385244)  0.013
H (-0.876953, -4.851404, -0.834548)  0.032
H (-1.677811, -3.769651, -1.976236)  0.004
H (-2.494646, -4.226888, -0.485024)  0.009
H (-3.833997, -2.771942, -2.031853)  0.009
H (-5.337874, -2.235006, -1.269406)  0.035
H (-4.074113, -2.996228, -0.297034)  0.014
H (-4.132576, 0.086856, -3.104441)  0.022
H (-3.771657, 1.497277, -2.094082)  0.007
H (-5.341417, 0.684442, -1.957588)  0.035
H (-4.021607, -0.861546, 1.651608)  0.020
H (-5.408924, -0.117838, 0.840378)  0.033
H (-3.955522, 0.840208, 1.208366)  0.007
H (-2.137546, 1.204109, -4.175270)  0.026
H (-0.412373, 1.515237, -4.425459)  0.032
H (-1.204772, 2.009884, -2.919952)  0.006
H (-2.630702, -1.904087, -3.679030)  0.003
H (-1.078494, -2.729778, -3.874767)  0.018
H (-1.556071, -1.459195, -5.006257)  0.032
H (1.635165, -0.058961, -2.398518)  0.000
H (1.453536, -0.445724, -4.122373)  0.034
H (1.413940, -1.736897, -2.908344)  0.013

Atoms 1-3, force components in eV/Å:
Cr -0.11 1.54 0.27
C -0.02 0.02 0.02
C 0.03 0.00 -0.03

Computed properties:
**Frontier orbital gap (alpha / beta)**: 7.27 / 7.76 eV
**M**: 738.78 Da
**2S+1**: 5
**Total energy**: -8155.04468 Ha
**Charge**: -1

No. 2
The following is a DFT calculation (ωB97M-V/def2-TZVPD) of a 3-piece molecular cluster, C22H46BO8S2 overall.

Each line ends with the Löwdin charge.
Positions of all 79 atoms, in Å:
C (-6.489937, 1.833196, -5.454704)  -0.085
C (-5.057901, 2.183440, -6.010988)  -0.283
O (-4.119956, 1.141479, -5.855779)  -0.165
C (-3.787032, 0.925251, -4.489735)  -0.233
C (-2.716231, 1.912745, -3.918144)  -0.165
C (-2.649362, 1.740168, -2.352962)  -0.186
C (-1.558246, 0.699128, -1.897207)  -0.211
C (-0.325681, 1.352315, -1.179835)  -0.080
B (-0.498932, 1.607714, 0.442606)  -0.856
C (0.894524, 1.227529, 1.269007)  -0.117
C (1.243988, -0.296308, 1.216876)  -0.210
C (0.196640, -1.215024, 1.932638)  -0.146
C (-0.641959, -1.942454, 0.842516)  -0.228
O (-1.399914, -3.045359, 1.397956)  -0.222
C (-2.621945, -3.105049, 0.653668)  -0.131
O (-1.774286, 1.204819, 1.078501)  -0.063
C (-2.048855, 2.268407, 2.000707)  -0.175
C (-1.762171, 3.502218, 1.023834)  -0.214
O (-0.481866, 3.124021, 0.567378)  -0.096
H (-6.556423, 2.318247, -4.453431)  0.068
H (-6.577493, 0.747390, -5.242769)  0.078
H (-7.304066, 2.206707, -6.096598)  0.062
H (-4.696697, 3.168664, -5.639976)  0.110
H (-5.179006, 2.320042, -7.109731)  0.111
H (-4.656445, 0.899366, -3.800081)  0.105
H (-3.329436, -0.087191, -4.440767)  0.131
H (-1.733782, 1.558404, -4.300419)  0.105
H (-2.859170, 2.962604, -4.236821)  0.098
H (-2.480492, 2.695406, -1.822894)  0.097
H (-3.634891, 1.337552, -2.031258)  0.097
H (-1.203472, 0.181889, -2.826291)  0.092
H (-2.064466, -0.078247, -1.291317)  0.083
H (-0.174102, 2.347234, -1.659028)  0.098
H (0.599116, 0.757456, -1.387629)  0.085
H (1.715408, 1.784681, 0.745608)  0.094
H (0.873605, 1.609579, 2.301633)  0.070
H (2.239794, -0.433621, 1.707753)  0.082
H (1.379456, -0.669656, 0.176997)  0.091
H (-0.423025, -0.690890, 2.680257)  0.117
H (0.769342, -2.005408, 2.480487)  0.097
H (-1.374979, -1.190297, 0.473438)  0.094
H (-0.001333, -2.281439, -0.022388)  0.114
H (-3.255906, -2.249790, 0.974385)  0.093
H (-3.185456, -4.027956, 0.905152)  0.079
H (-2.431682, -3.017319, -0.438296)  0.090
H (-3.115087, 2.125658, 2.283180)  0.110
H (-1.335729, 2.372159, 2.848720)  0.112
H (-2.617721, 3.401331, 0.305277)  0.097
H (-1.807218, 4.523527, 1.454334)  0.102
C (4.809501, 3.511332, 1.523796)  -0.219
C (4.990521, 4.391029, 2.765648)  -0.222
C (4.216912, 3.729814, 3.910699)  -0.223
S (4.194309, 1.973729, 3.551194)  0.670
O (2.834997, 1.577947, 3.291672)  -0.304
O (5.032620, 1.278764, 4.504101)  -0.340
C (5.052355, 2.080796, 1.989439)  -0.229
H (5.495215, 3.793210, 0.724089)  0.113
H (3.788661, 3.611886, 1.145195)  0.121
H (6.052614, 4.446914, 3.021718)  0.111
H (4.641997, 5.409897, 2.592860)  0.111
H (4.698242, 3.891850, 4.873385)  0.097
H (3.184772, 4.076357, 3.948628)  0.108
H (4.661216, 1.331540, 1.302980)  0.110
H (6.111763, 1.901359, 2.179368)  0.103
C (2.521887, -5.558863, 2.183493)  -0.220
C (1.301190, -6.392917, 1.782490)  -0.215
C (0.758473, -5.810761, 0.473981)  -0.213
S (2.158894, -5.069789, -0.362217)  0.668
O (1.949195, -3.644413, -0.421812)  -0.308
O (2.486029, -5.850302, -1.534697)  -0.337
C (3.357828, -5.409457, 0.917011)  -0.235
H (3.091037, -6.031963, 2.984489)  0.112
H (2.196991, -4.575810, 2.534481)  0.118
H (1.605680, -7.432080, 1.626189)  0.112
H (0.536790, -6.389401, 2.559948)  0.115
H (0.327225, -6.579921, -0.163965)  0.102
H (0.023144, -5.024209, 0.659356)  0.091
H (4.080221, -4.597246, 0.970745)  0.107
H (3.860204, -6.343609, 0.661875)  0.103

Atoms 1-3, force components in eV/Å:
C 1.02 0.43 1.25
C -1.15 0.07 -1.35
O -0.34 0.32 0.54

Computed properties:
**Frontier orbital gap**: 6.22 eV
**M**: 513.55 Da
**Total energy**: -2288.99825 Ha
**Charge**: -1